The following is a DFT calculation (ωB97M-V/def2-TZVPD) of a molecular structure, C28H40N5S3SiTa.

Results
net charge = 0
energy above the lowest of the compared OMol25 structures with the same formula, charge and spin = 0.0 kJ/mol
calculated total energy = -79073.38833 eV
frontier orbital gap = 6.09 eV
HOMO = -6.557 eV

Each line ends with the Mulliken charge.
Geometry (Å):
Ta (-0.846533, -0.946066, 1.515683)  0.98
N (-5.195905, -0.993734, 0.257749)  0.16
C (-3.920876, -1.305421, 0.457069)  -0.28
N (-3.070060, -0.552795, 1.101245)  -0.27
C (-3.557383, 0.648188, 1.677362)  0.44
N (-2.767475, 1.315059, 2.418589)  -1.31
N (-1.531620, 0.708460, 2.526068)  1.18
C (-0.683810, 1.362722, 3.405358)  -0.41
C (0.504097, 0.739972, 3.597454)  0.60
C (1.542147, 1.141326, 4.507144)  -1.16
C (2.622119, 0.363111, 4.699546)  -0.45
C (2.713434, -0.892350, 3.998406)  -0.65
C (1.750275, -1.241650, 3.128393)  -0.42
N (0.647096, -0.441040, 2.844443)  0.34
C (-4.930404, 1.068715, 1.424322)  0.62
C (-5.446133, 2.278057, 1.886662)  -0.33
C (-6.760295, 2.612254, 1.622610)  -0.76
C (-7.575531, 1.748057, 0.895764)  -0.41
C (-7.079867, 0.544310, 0.429882)  -0.87
C (-5.759152, 0.217617, 0.701411)  -0.03
H (-5.765361, -1.656294, -0.240503)  0.28
H (-3.571333, -2.250512, 0.053136)  0.43
H (-1.035523, 2.242281, 3.919949)  0.48
H (1.409216, 2.077315, 5.035869)  0.45
H (3.402807, 0.654967, 5.388718)  0.41
H (3.543583, -1.563965, 4.165285)  0.44
H (1.786994, -2.181619, 2.599051)  0.40
H (-4.798780, 2.934972, 2.452140)  0.48
H (-7.159893, 3.551857, 1.982823)  0.41
H (-8.603662, 2.017399, 0.692025)  0.40
H (-7.706425, -0.136197, -0.135435)  0.39
S (-2.702612, -5.081867, 1.585305)  -0.22
C (-1.719981, -3.795007, 1.492225)  0.36
S (-0.957403, -2.992926, 2.859910)  -0.46
S (-1.302608, -2.917802, 0.015613)  -0.63
C (0.069925, -0.030871, -0.203699)  -1.48
H (0.036349, 1.019185, 0.126055)  0.31
H (-0.830145, -0.153932, -0.843097)  0.42
C (-0.415046, -0.172268, -3.467724)  -1.99
C (0.869755, 0.577601, -3.070589)  2.31
C (0.479172, 2.061704, -2.970495)  -1.98
C (1.876723, 0.430590, -4.222322)  -1.91
Si (1.555640, -0.058103, -1.373626)  -1.09
C (2.326668, -1.817505, -1.584894)  2.59
C (1.451217, -2.728445, -2.460613)  -2.10
C (2.466229, -2.517538, -0.227614)  -1.35
C (3.718169, -1.766112, -2.238415)  -1.99
C (2.835942, 1.187240, -0.611019)  3.31
C (2.142549, 2.434714, -0.026675)  -2.07
C (3.584811, 0.558090, 0.575634)  -2.13
C (3.881301, 1.670683, -1.629403)  -1.94
H (-0.730678, 0.168025, -4.462303)  0.56
H (-1.241357, 0.045339, -2.785400)  0.37
H (-0.293482, -1.253887, -3.516028)  0.30
H (-0.023486, 2.364655, -3.898112)  0.58
H (1.343267, 2.715113, -2.843660)  0.30
H (-0.215364, 2.249792, -2.145839)  0.32
H (1.456976, 0.883145, -5.129479)  0.56
H (2.091480, -0.613033, -4.455441)  0.31
H (2.824954, 0.929822, -4.017499)  0.31
H (0.432410, -2.825741, -2.077351)  0.22
H (1.888160, -3.734638, -2.469809)  0.56
H (1.402334, -2.389617, -3.495456)  0.35
H (1.490934, -2.683831, 0.236005)  -0.05
H (3.099683, -1.969507, 0.470504)  0.26
H (2.915062, -3.508029, -0.376635)  0.61
H (3.703311, -1.281134, -3.218601)  0.29
H (4.078409, -2.791363, -2.388295)  0.57
H (4.453889, -1.254043, -1.620662)  0.32
H (1.586248, 2.196313, 0.883710)  0.31
H (1.464869, 2.931864, -0.719771)  0.28
H (2.912823, 3.161436, 0.258348)  0.60
H (2.900438, 0.173142, 1.334169)  0.46
H (4.197015, 1.329929, 1.058788)  0.62
H (4.256839, -0.247025, 0.282170)  0.25
H (3.442080, 2.303324, -2.402843)  0.33
H (4.406986, 0.851711, -2.123959)  0.31
H (4.633783, 2.275791, -1.109312)  0.57

Force components x, y, z for each atom (eV/Å):
-0.38 0.16 0.00
-0.02 0.10 0.04
-0.01 -0.14 0.00
0.10 -0.02 0.08
0.27 0.03 0.13
0.05 -0.09 -0.05
0.02 0.30 0.11
0.12 -0.15 0.02
-0.22 0.07 -0.06
0.09 0.05 0.01
-0.05 0.01 -0.01
-0.03 0.01 -0.02
0.03 0.05 0.01
0.09 -0.14 0.11
-0.13 0.00 -0.07
0.00 -0.01 -0.01
-0.02 0.06 0.03
-0.03 -0.01 -0.02
-0.01 -0.02 0.00
0.10 -0.03 0.01
-0.07 -0.02 -0.03
-0.03 0.04 -0.01
0.03 0.06 -0.06
0.02 -0.03 -0.02
-0.01 0.01 0.00
-0.01 0.01 -0.01
0.03 -0.04 -0.05
-0.01 -0.02 -0.02
0.02 -0.04 -0.01
0.02 -0.01 0.00
0.02 0.03 0.02
-0.06 -0.02 -0.04
0.17 0.18 -0.09
-0.12 -0.13 -0.06
0.02 -0.24 0.05
-0.06 -0.01 -0.08
-0.02 0.00 -0.02
0.12 -0.04 0.04
-0.05 0.01 -0.07
0.00 0.04 0.04
-0.01 0.01 -0.06
-0.05 0.03 -0.05
0.04 0.01 0.07
-0.01 0.05 -0.03
-0.01 -0.05 0.03
0.04 -0.05 0.09
-0.02 -0.03 -0.10
-0.03 0.00 0.04
0.01 0.00 0.03
0.00 0.05 0.00
0.01 0.01 -0.01
0.01 -0.01 0.04
0.04 -0.01 -0.04
-0.04 0.10 0.01
0.02 -0.01 0.04
-0.01 -0.03 0.00
0.03 -0.02 -0.04
0.01 -0.01 0.03
-0.03 0.03 0.01
-0.03 -0.02 0.00
0.08 0.02 -0.04
-0.02 0.03 0.01
0.03 -0.02 0.02
0.02 0.02 0.01
-0.06 -0.05 -0.03
0.00 0.04 0.01
0.03 -0.05 0.12
-0.01 0.03 0.01
0.02 0.02 0.05
0.00 -0.01 -0.03
0.02 -0.02 0.01
-0.02 -0.02 -0.01
0.01 0.01 -0.04
-0.01 -0.02 -0.02
0.02 -0.01 -0.05
-0.01 -0.02 0.01
-0.04 0.04 0.02
-0.02 -0.01 -0.01